{
  "formula": "C8H24AgK2N6O8",
  "method": "ωB97M-V/def2-TZVPD",
  "species": ["Ag", "K", "K", "C", "O", "O", "O", "C", "C", "O", "H", "H", "H", "H", "H", "H", "C", "C", "O", "H", "H", "H", "H", "H", "H", "C", "O", "N", "N", "H", "H", "H", "H", "C", "O", "N", "N", "H", "H", "H", "H", "C", "O", "N", "N", "H", "H", "H", "H"],
  "positions_angstrom": [[15.8006, 9.7318, -3.1939], [20.6166, 12.3550, -0.9299], [19.7781, 8.4436, 0.1689], [17.4901, 10.5613, -1.1786], [16.8248, 11.4535, -1.7920], [18.3040, 10.8918, -0.2915], [17.2700, 9.3953, -1.5257], [17.4864, 8.7572, 4.1051], [18.0903, 9.7716, 3.1767], [17.1063, 9.9853, 2.1709], [18.2491, 8.4032, 4.7994], [16.9268, 7.9410, 3.6537], [16.7663, 9.3312, 4.6915], [19.0086, 9.3371, 2.7534], [18.3136, 10.7454, 3.6164], [17.5548, 10.4509, 1.4592], [20.8361, 12.3385, -5.3115], [19.4541, 12.4076, -4.7559], [19.5391, 12.8505, -3.4125], [21.3048, 13.3064, -5.1248], [20.8524, 12.2368, -6.3962], [21.4176, 11.5200, -4.8882], [19.0092, 11.4066, -4.6868], [18.7331, 12.8983, -5.4124], [18.7075, 13.1071, -3.0081], [16.3734, 13.8639, 1.3423], [15.7828, 14.4964, 2.1986], [16.0442, 13.8211, 0.0126], [17.3125, 12.9765, 1.6560], [16.1534, 12.9844, -0.5259], [15.4886, 14.6074, -0.2836], [17.8740, 12.6408, 0.8821], [17.5873, 13.1011, 2.6205], [14.0209, 8.0511, 0.6876], [13.3964, 8.2623, 1.7224], [13.4760, 7.2616, -0.2541], [15.2159, 8.6084, 0.3764], [13.9029, 7.2926, -1.1645], [12.5510, 6.8865, -0.1383], [15.4333, 8.6167, -0.6081], [15.6450, 9.2140, 1.0602], [15.0818, 12.7703, -4.1544], [15.1968, 11.5424, -4.2748], [14.1054, 13.5184, -4.7279], [15.9666, 13.5806, -3.5131], [13.4603, 13.1082, -5.3827], [14.3650, 14.4837, -4.6536], [15.7614, 14.5506, -3.3612], [16.5979, 12.9931, -2.9958]],
  "lowdin_spin": [0.114, -0.001, 0.000, 0.003, 0.502, 0.128, 0.228, 0.000, 0.000, 0.000, 0.000, 0.000, 0.000, 0.000, 0.000, 0.000, 0.000, 0.000, 0.000, 0.000, 0.000, 0.000, 0.000, 0.000, 0.000, 0.000, 0.009, 0.010, 0.000, 0.000, 0.000, -0.001, 0.000, 0.000, 0.002, 0.000, 0.003, 0.000, 0.000, -0.001, 0.000, 0.000, 0.006, 0.000, 0.000, 0.000, 0.000, 0.000, -0.001],
  "total_charge": 2,
  "gap_ev": [6.64, 3.51],
  "max_force_ha_per_bohr": 0.0639,
  "s_squared": 0.7584,
  "homo_ev": [-13.569, -13.559],
  "multiplicity": 2
}